Entry 1:
{
  "formula": "C27H87N5O14",
  "method": "ωB97M-V with the def2-TZVPD basis set",
  "e_lumo_ev": 0.4037,
  "gap_ev": 9.7,
  "max_force_ev_per_a": 2.2,
  "homo_energy_ev": -9.261,
  "spin_multiplicity": 1,
  "charge": 0,
  "elements": ["H", "H", "C", "C", "O", "O", "H", "N", "H", "C", "C", "H", "H", "C", "H", "H", "C", "C", "H", "N", "H", "H", "H", "N", "H", "O", "O", "H", "H", "C", "H", "H", "H", "H", "H", "H", "H", "H", "C", "H", "C", "H", "C", "H", "H", "H", "H", "H", "H", "O", "H", "H", "C", "O", "H", "N", "H", "H", "H", "H", "H", "C", "C", "H", "H", "H", "H", "H", "C", "H", "C", "C", "H", "O", "H", "H", "H", "H", "C", "H", "H", "H", "C", "H", "C", "C", "C", "C", "H", "H", "H", "H", "H", "H", "H", "H", "C", "H", "H", "H", "H", "H", "N", "H", "O", "H", "H", "O", "H", "H", "H", "H", "H", "H", "H", "H", "H", "H", "H", "O", "H", "C", "O", "C", "H", "H", "H", "H", "O", "O", "H", "O", "C"],
  "positions_angstrom": [[10.041814, 15.066692, 7.768963], [11.646818, 14.353081, 8.043829], [17.200384, 18.131575, 11.181918], [17.627382, 13.849040, 10.798910], [15.539253, 14.678419, 13.668721], [10.946486, 15.545683, 9.594411], [9.595198, 13.620140, 13.799535], [12.018451, 15.705893, 13.366973], [11.603264, 18.034907, 16.185083], [14.420531, 18.155396, 19.745024], [12.279839, 11.602340, 15.016548], [11.596168, 16.008109, 7.681321], [15.670166, 10.603103, 13.880535], [17.352684, 19.620621, 11.088703], [11.393720, 15.822926, 12.575710], [18.543930, 17.938338, 12.933742], [11.029990, 15.232722, 8.213359], [19.700712, 12.548042, 13.368567], [12.377039, 16.262870, 17.034272], [15.694807, 16.568106, 18.311070], [17.245824, 15.645154, 9.992773], [17.262776, 12.807896, 10.752976], [21.053611, 11.283626, 15.651292], [11.217489, 12.453886, 15.577555], [15.437864, 11.183453, 8.283935], [16.867249, 14.732283, 9.956987], [13.035804, 15.555615, 17.196824], [19.417911, 14.723337, 18.342585], [13.544869, 17.659262, 19.296227], [16.383712, 14.798003, 14.762798], [10.538000, 14.793357, 10.007911], [13.129483, 14.073051, 12.629446], [18.402612, 19.854740, 11.187813], [18.642915, 11.020609, 14.376073], [9.983685, 8.456106, 15.523163], [10.827325, 11.906806, 16.345786], [15.560206, 15.875004, 19.087382], [16.801520, 20.186742, 11.872121], [19.596708, 11.127223, 13.863147], [14.028350, 12.713216, 15.489092], [10.861562, 8.450633, 16.182359], [19.695928, 15.062871, 13.183899], [15.392993, 18.916736, 17.620101], [11.461255, 13.371787, 15.955350], [18.884769, 9.507088, 12.738755], [11.644380, 14.998536, 13.972074], [16.747884, 15.813862, 14.900783], [18.989980, 17.356525, 10.348586], [17.878113, 17.983719, 9.270945], [8.001186, 13.378379, 15.209211], [21.136650, 14.822414, 14.017111], [15.229338, 19.898788, 18.054157], [13.584360, 17.518289, 21.830648], [12.830072, 18.040097, 14.668489], [18.634130, 13.891545, 10.480577], [17.968587, 17.411997, 10.113744], [13.007082, 15.355174, 18.119196], [11.216926, 18.883906, 17.431630], [13.817758, 15.009272, 14.940276], [12.477894, 9.545228, 14.284090], [14.203200, 19.189405, 19.917563], [17.583726, 17.590858, 12.566360], [14.982549, 12.175608, 8.278159], [19.662685, 15.431235, 14.945145], [20.314029, 9.804511, 15.314921], [14.362469, 10.991734, 15.287152], [12.410728, 17.216036, 14.350761], [16.159175, 17.854505, 10.990920], [15.606363, 17.934412, 18.779502], [16.243973, 18.982927, 16.920026], [16.796252, 21.416336, 9.697757], [18.573764, 14.433339, 17.760873], [14.654018, 15.676718, 11.162819], [18.056551, 15.487958, 16.951013], [17.334029, 14.256185, 14.630715], [16.156075, 21.866525, 10.491554], [9.231184, 15.075421, 14.769124], [16.060948, 10.619943, 12.178285], [13.272671, 15.146784, 12.860701], [17.773527, 21.954590, 9.660261], [14.062853, 12.155327, 7.709826], [15.795555, 14.490314, 15.653260], [13.662832, 11.736737, 15.678253], [17.452500, 14.180214, 11.841529], [14.286787, 15.335587, 14.007773], [20.070271, 14.800858, 14.164021], [11.749229, 10.204474, 14.842792], [8.812350, 14.174053, 14.305568], [16.509143, 18.207436, 19.333663], [18.973220, 13.666100, 17.046717], [13.530220, 16.964217, 11.732974], [14.970006, 16.398928, 17.595151], [20.393992, 9.965046, 12.341445], [13.328838, 18.483312, 22.221316], [11.901375, 19.820358, 14.075896], [13.601924, 11.488858, 16.728868], [13.638358, 15.870890, 11.582356], [12.687352, 17.183464, 21.316116], [17.533520, 16.491879, 12.584176], [16.414747, 21.517006, 8.658421], [14.445993, 18.662478, 17.118570], [18.891307, 12.793817, 12.645320], [19.483412, 10.318744, 12.649544], [14.779803, 12.871257, 13.175162], [11.189614, 17.966391, 17.077131], [21.610231, 10.429568, 14.217982], [13.504126, 19.414527, 13.439634], [16.869352, 20.040620, 9.842474], [17.381072, 16.014683, 17.442817], [11.542456, 7.612457, 15.925500], [10.816398, 10.298977, 14.247190], [12.083824, 18.531072, 12.712625], [13.784781, 16.912349, 22.747531], [14.477753, 16.420963, 14.078727], [8.538091, 12.711906, 15.671687], [16.244193, 13.584451, 8.522042], [10.554688, 8.314349, 17.214482], [17.884629, 13.973968, 18.455967], [16.894713, 18.004250, 13.290492], [15.836753, 13.206847, 7.748897], [12.867634, 15.646933, 10.824807], [20.726704, 10.669075, 14.799971], [14.709728, 17.549240, 20.989595], [12.491148, 19.004361, 13.628884], [20.679200, 12.740265, 12.835292], [14.719280, 12.337581, 9.313988], [12.361857, 11.912097, 13.985164], [8.132863, 14.522791, 13.566181], [11.550143, 9.670673, 16.112380], [14.663646, 12.001471, 12.787592], [16.766339, 11.867208, 13.274279], [19.605363, 13.443068, 14.482124], [15.880332, 11.263537, 13.057288]],
  "atomic_forces_ev_per_a": [[0.17, 0.22, -0.03], [-0.07, -0.42, 0.11], [0.39, -1.33, 0.12], [-1.81, 0.85, 0.53], [-1.88, 0.06, -0.35], [0.07, 0.46, -0.29], [0.14, -0.30, 0.20], [-0.02, 0.11, -0.18], [-0.03, 0.23, 0.37], [0.44, -1.23, -0.17], [0.52, 0.94, -0.76], [-0.56, 0.19, 0.33], [0.26, -0.35, 0.54], [-0.49, 0.46, 0.36], [-0.23, -0.03, 0.15], [0.51, -0.09, -0.33], [0.54, -0.10, -0.51], [0.55, 1.54, -0.02], [0.35, -0.30, 0.51], [-0.10, -1.08, 0.17], [0.03, -0.44, -0.02], [-0.03, 0.51, -0.36], [-0.42, 0.58, -0.62], [-0.64, -0.73, 0.73], [0.22, -0.05, -0.44], [-0.16, -0.49, -0.02], [-0.31, 0.39, -1.38], [0.79, 0.66, 0.56], [-0.10, 0.22, 0.01], [0.83, -0.07, 1.13], [-0.26, -0.41, 0.38], [0.27, 0.28, 0.15], [0.65, 0.31, 0.09], [-0.09, 0.19, 0.23], [0.09, -0.13, 0.08], [0.00, 0.42, 0.09], [0.13, 1.02, -0.94], [0.19, -0.53, -0.04], [0.03, 0.19, -0.22], [0.54, 0.96, 0.13], [0.44, -0.35, -0.26], [-0.62, 0.37, -0.28], [-0.01, -0.24, 0.13], [0.54, -0.52, -0.20], [0.02, 0.11, 0.23], [-0.72, -0.18, 0.35], [-0.40, 0.46, 0.12], [-1.28, 0.27, -0.23], [0.16, -0.36, 0.06], [0.81, 0.22, -0.31], [0.69, 0.00, 0.60], [0.17, 0.26, -0.04], [0.15, -0.53, 0.95], [-1.27, 0.38, -0.33], [1.36, -0.16, 0.09], [0.74, 0.55, 0.54], [-0.26, -0.11, 0.94], [0.01, -1.04, -0.37], [0.49, -0.34, 0.19], [-0.56, 0.77, 0.24], [-0.13, 0.91, -0.08], [-0.38, 0.11, -0.35], [0.38, 0.29, -0.19], [0.26, 0.23, 0.04], [0.42, -0.60, -0.22], [-0.15, 0.28, -0.24], [0.13, -0.53, -0.12], [-0.04, 0.19, 0.08], [-0.67, 0.97, 0.47], [-0.50, -0.26, 0.21], [-0.04, 0.90, -1.17], [0.33, -0.57, -1.66], [-0.77, -0.16, 0.49], [-0.08, 0.05, 0.68], [-0.67, -0.44, 0.02], [0.22, -0.08, -0.67], [0.07, -0.27, 0.33], [0.15, 0.39, 0.28], [0.93, -0.25, 0.06], [-0.27, -0.54, 0.46], [-0.18, -0.10, -0.27], [0.91, 0.03, -0.05], [-0.93, -1.70, -0.11], [0.53, -0.25, -0.25], [0.39, 0.36, -1.88], [-1.05, -1.92, -0.19], [0.55, -0.52, -0.52], [-0.45, -0.42, 0.84], [0.08, -0.12, -0.07], [-0.57, 0.44, 0.61], [0.29, -0.36, 0.14], [0.40, -0.04, 0.57], [-0.38, 0.27, 0.14], [0.01, 1.04, 0.10], [-0.23, -0.43, -0.52], [-0.12, 0.38, 0.47], [0.05, 0.66, -0.71], [-0.10, -0.49, -0.15], [0.00, 0.39, 0.06], [-0.30, 0.49, 0.87], [0.42, -0.05, -0.27], [0.47, -0.42, 0.40], [0.55, -0.69, -0.39], [0.23, 0.48, 0.07], [0.25, 0.82, -0.17], [0.16, -0.27, -0.05], [-0.74, 0.24, -0.66], [0.31, -0.71, -0.04], [0.23, -0.49, -0.07], [-0.41, 0.24, -0.11], [0.17, -0.36, 0.36], [0.00, 0.39, 0.71], [0.01, 0.10, -1.01], [0.00, -0.34, 0.22], [0.10, 0.55, -0.48], [0.54, 0.88, 0.43], [-0.13, -0.01, 0.07], [-0.65, -0.08, -0.05], [-0.47, -0.17, 0.27], [-0.88, -1.29, 0.03], [0.52, -0.09, 0.09], [-0.52, -0.12, 0.48], [-0.01, -0.44, 0.10], [1.90, 0.11, 0.97], [-0.69, -0.42, 0.37], [-0.13, 0.45, 0.42], [0.51, 0.32, -0.48], [-0.67, 0.30, -0.71], [-0.47, 0.09, 0.89], [0.96, -0.48, -0.10], [-0.28, 0.18, -0.13], [0.66, 0.88, -0.37], [-1.01, -0.18, -0.98]],
  "lowdin_charge": [0.0801, 0.0699, -0.3976, -0.1323, -0.2076, -0.1337, 0.0480, 0.0595, 0.0081, -0.2133, -0.4175, 0.0864, 0.0483, -0.2279, 0.0923, 0.0803, -0.1500, -0.2179, 0.0222, 0.0406, 0.0367, 0.0863, 0.0786, 0.0548, 0.0696, -0.1689, -0.0571, 0.0542, 0.1163, -0.1307, 0.0659, 0.1338, 0.1262, 0.1273, 0.0898, 0.0744, 0.1154, 0.1362, -0.4400, 0.0442, -0.1041, 0.0632, -0.0483, 0.0710, 0.0705, 0.0593, 0.0721, 0.1109, 0.0847, -0.1316, 0.0783, 0.0707, -0.1225, -0.2099, 0.0684, 0.0404, 0.0298, 0.0631, 0.0946, 0.1486, 0.1154, -0.0440, -0.1529, 0.0764, 0.0712, 0.0600, 0.0111, 0.1333, -0.4153, 0.0861, -0.1328, -0.1490, 0.0849, -0.1769, 0.0818, 0.0964, 0.0698, 0.0867, -0.3975, 0.0939, 0.0635, 0.0968, -0.0251, 0.0610, -0.1620, -0.0566, -0.2259, -0.1682, 0.1410, 0.0804, 0.0762, 0.0627, 0.0764, 0.0719, 0.0763, 0.0798, -0.0306, 0.0812, 0.0649, 0.0999, 0.0735, 0.0855, 0.0368, 0.0177, -0.0878, 0.0697, 0.0780, -0.1962, 0.0365, 0.0940, 0.1332, 0.0790, 0.1026, 0.1228, 0.0559, 0.0028, 0.0838, 0.0678, 0.0731, -0.1209, 0.0606, -0.0490, -0.1802, -0.1106, 0.1438, 0.0633, 0.1084, 0.0598, -0.1981, -0.1388, 0.0635, -0.2278, -0.1248]
}

Entry 2:
{
  "formula": "C28H13Cl5N4O9Sr",
  "method": "ωB97M-V with the def2-TZVPD basis set",
  "e_lumo_ev": 3.8778,
  "gap_ev": 7.3,
  "max_force_ev_per_a": 3.1,
  "de_lowest_ev": 1.131,
  "homo_energy_ev": -3.417,
  "spin_multiplicity": 1,
  "charge": -2,
  "elements": ["C", "H", "C", "C", "C", "C", "C", "O", "C", "H", "H", "H", "C", "N", "O", "C", "C", "O", "C", "C", "Cl", "N", "O", "C", "H", "N", "O", "C", "O", "H", "O", "C", "C", "C", "C", "H", "C", "C", "C", "N", "Cl", "C", "O", "O", "H", "Cl", "C", "Sr", "C", "C", "Cl", "H", "H", "C", "H", "H", "C", "Cl", "H", "C"],
  "positions_angstrom": [[-3.366521, -0.645111, 2.594201], [1.481706, 2.327998, -1.579762], [-5.531045, 0.150712, 1.881505], [1.209961, 2.292474, -2.628235], [0.519029, 2.228927, -5.317849], [3.475261, -0.833831, -3.802553], [2.014212, -0.005235, -1.129888], [-4.021977, 3.715503, 0.793232], [1.637451, -0.344630, 6.638043], [-5.110470, -1.820958, 2.644010], [-0.734320, -0.772291, -2.703481], [0.361373, 4.370603, -5.173300], [-0.053661, -0.691822, -0.753548], [1.111140, -0.282598, -0.145429], [3.149717, 0.409384, -1.025025], [0.803184, 1.050920, -4.640194], [3.023984, -0.490257, 6.572751], [-1.113663, -0.935412, -0.159518], [-4.702162, -0.853678, 2.390259], [0.904936, -0.302769, 5.451939], [0.865047, -0.218242, 8.197150], [-6.947443, -0.112475, 1.655689], [-7.656932, 0.796446, 1.245553], [3.817655, -2.999000, -4.808028], [0.810911, -2.833269, -3.244711], [0.090503, -0.811054, -2.128204], [-7.367278, -1.238345, 1.869015], [2.571051, -3.397868, -4.351631], [-1.349197, -1.966584, 2.807897], [0.248231, 2.196159, -6.366680], [-3.232718, -2.655058, 3.824259], [-2.779318, 0.663890, 2.322097], [-2.584333, -1.865672, 3.140011], [2.838707, -0.547018, 4.188857], [1.147732, 1.067706, -3.288240], [5.248421, -1.392937, -4.862628], [0.926269, 3.473186, -3.305643], [4.269145, -1.711373, -4.524182], [2.216128, -1.229721, -3.346939], [-3.261288, 3.022130, 1.466568], [3.977824, -0.540316, 8.027926], [-3.700398, 1.656664, 1.816382], [-2.139584, 3.368371, 1.758891], [-1.551855, 0.915655, 2.523628], [4.438237, -3.684723, -5.373136], [5.376364, -0.770221, 5.233356], [0.581252, 3.447883, -4.649194], [-0.021559, -0.491772, 1.995039], [1.468009, -0.404089, 4.189417], [1.361191, -0.254277, -2.542946], [3.637375, -0.681148, 2.604918], [0.765254, 0.101752, -5.168283], [-5.672584, 2.164630, 1.197203], [-5.033799, 1.393899, 1.591283], [2.212050, -4.400086, -4.555272], [0.971453, 4.415888, -2.773159], [1.776218, -2.516567, -3.620392], [-0.844872, -0.101899, 5.584257], [3.830120, 0.163327, -3.565714], [3.639896, -0.591782, 5.328445]],
  "atomic_forces_ev_per_a": [[0.07, 0.19, 0.01], [-0.01, 0.01, -0.06], [-0.46, -0.16, -0.03], [-0.04, 0.00, -0.02], [0.02, 0.05, 0.12], [-0.01, 0.05, 0.01], [-0.37, -0.10, 0.16], [-0.16, 0.09, 0.26], [-0.03, 0.01, 0.13], [0.01, -0.01, 0.01], [-0.03, 0.10, 0.04], [0.00, -0.03, 0.01], [-0.20, 0.04, -0.30], [0.45, 0.02, -1.73], [0.04, -0.02, 0.05], [0.02, -0.03, 0.00], [0.02, 0.00, 0.06], [0.38, 0.02, -0.88], [0.03, -0.12, 0.04], [-0.15, 0.03, 0.13], [0.12, -0.01, -0.17], [0.49, 0.00, -0.06], [-0.06, 0.10, 0.01], [-0.02, 0.10, 0.06], [0.05, 0.00, -0.02], [0.11, -0.09, 0.19], [-0.06, -0.08, 0.07], [-0.02, 0.09, 0.04], [-2.18, -1.40, 0.89], [0.01, 0.00, 0.02], [0.14, -0.01, -0.09], [0.15, 0.11, 0.16], [0.23, 0.02, -0.01], [0.18, -0.04, -0.15], [0.07, -0.03, 0.04], [-0.02, -0.01, 0.01], [0.00, -0.05, 0.01], [-0.07, -0.06, 0.01], [-0.07, 0.14, 0.07], [0.16, -0.89, -0.63], [-0.12, 0.00, -0.14], [0.05, 0.31, 0.08], [0.08, 0.29, 0.30], [-2.25, 1.21, 0.35], [-0.01, 0.02, 0.01], [-0.26, 0.03, 0.01], [0.01, -0.12, -0.03], [3.10, 0.00, 0.28], [0.31, 0.07, 0.62], [-0.01, 0.03, -0.02], [-0.07, 0.02, 0.19], [0.01, 0.07, 0.04], [-0.04, 0.07, -0.03], [-0.05, 0.21, -0.02], [0.00, 0.02, 0.01], [0.00, -0.04, -0.02], [0.04, -0.13, -0.06], [0.31, -0.03, 0.04], [-0.03, -0.08, -0.02], [0.17, -0.03, -0.04]],
  "lowdin_charge": [-0.0292, 0.1201, -0.1543, -0.0020, -0.0939, -0.0247, -0.4599, 0.0097, -0.7033, 0.1239, 0.1524, 0.0928, -0.5789, 0.0214, 0.0566, -0.0360, -0.7118, -0.0654, 0.0494, -0.6845, 0.6057, -0.3707, 0.0235, -0.1120, 0.1081, 0.1421, 0.0389, -0.0943, -0.2982, 0.0935, 0.0052, -0.2974, -0.6368, -0.7077, -0.1340, 0.0953, -0.0749, -0.0858, -0.1513, -0.3528, 0.6042, -0.0493, 0.0793, -0.2895, 0.0900, 0.5965, -0.1051, 1.5768, -0.2458, -0.2774, 0.5990, 0.1166, 0.1194, 0.0481, 0.0941, 0.1022, -0.0276, 0.6761, 0.1209, -0.7073]
}

Q: Number 2 is which compound?
A: C28H13Cl5N4O9Sr